Formula: C4H8O2
Source: the OMol25 dataset
Level of theory: ωB97M-V with the def2-TZVPD basis set

Results
HOMO-LUMO gap in eV: 9.1
HOMO level in eV: -8.340
SMILES string: C=C(O)OCC
Energy relative to the best compared isomer or geometry (same formula, charge and spin) in kJ/mol: 145.01

Last column: Mulliken charge in e.
Geometry (Å):
1 C 0.83 1.01 1.91  -1.1788
2 C 0.90 0.21 0.63  -0.1831
3 O -0.45 -0.01 0.21  -0.3245
4 C -0.66 -0.57 -1.00  0.7628
5 O 0.46 -1.13 -1.52  -0.4744
6 C -1.87 -0.58 -1.57  -0.9720
7 H 0.33 1.97 1.74  0.2945
8 H 0.27 0.46 2.67  0.2991
9 H 1.84 1.20 2.29  0.3807
10 H 1.44 0.76 -0.15  0.3212
11 H 1.40 -0.75 0.78  0.2822
12 H -2.69 -0.08 -1.07  0.2617
13 H -2.05 -1.09 -2.51  0.2292
14 H 0.26 -1.42 -2.42  0.3013